Density functional theory data (ωB97M-V/def2-TZVPD) for C3H4BrN3O as an isolated structure in a non-equilibrium geometry.

```
! wB97M-V def2-TZVPD RIJCOSX def2/J DEFGRID3
* xyz 0 1
C 0.098 -0.033 -1.339
C -0.082 -0.803 0.820
C -0.073 1.616 0.446
N 0.051 -1.884 -1.249
N -0.006 -1.965 0.109
N -0.140 0.237 -0.082
O -0.219 -0.767 2.024
Br -0.139 0.812 -2.906
H 0.011 1.474 1.548
H 0.962 1.818 0.110
H -0.914 2.353 0.182
H 0.451 -2.859 0.337
*
```

The HOMO energy (spin up / spin down) is -7.39 / -8.16 eV. The LUMO energy (spin up / spin down) comes out at 0.2 / 0.1 eV. The relative energy (zero: lowest compared OMol25 entry of this formula, charge and spin) comes out at 351.2 kJ/mol. The orbital gap (spin up / spin down) is 7.54 / 8.26 eV.

***

Density functional theory data (ωB97M-V/def2-TZVPD) for C14H41O7V as an isolated structure in a non-equilibrium geometry.

```
! wB97M-V def2-TZVPD RIJCOSX def2/J DEFGRID3
* xyz 0 5
V -2.032 0.619 -3.554
O 2.025 -0.026 -3.552
H 2.368 -0.882 -3.820
H 1.148 -0.156 -3.184
H 2.078 0.619 -4.261
C -1.212 -0.094 -0.288
C -0.087 -0.652 -1.148
C 0.373 -2.023 -0.685
O -0.375 -0.484 -2.504
H -0.840 0.001 0.732
H -1.998 -0.848 -0.286
H -1.708 0.831 -0.582
H 0.742 0.016 -0.913
H -0.443 -2.673 -0.366
H 1.094 -1.868 0.118
H 0.911 -2.602 -1.435
C 0.842 3.180 -1.888
C -0.537 3.516 -2.559
C -0.879 4.990 -2.612
O -0.870 2.663 -3.610
H 1.583 3.254 -2.683
H 1.032 2.288 -1.291
H 1.090 3.940 -1.147
H -1.199 3.268 -1.729
H -1.951 5.171 -2.524
H -0.595 5.548 -3.504
H -0.366 5.439 -1.761
C -0.394 1.682 3.537
C 0.223 2.679 2.602
O 1.292 3.253 3.314
H -1.381 1.373 3.193
H -0.492 2.008 4.573
H 0.274 0.821 3.552
H -0.408 3.523 2.323
H 0.649 2.177 1.733
H 1.958 2.588 3.501
C 0.150 -4.699 2.311
C -0.061 -3.447 3.214
O -1.216 -2.793 2.923
H 0.887 -4.553 1.522
H -0.823 -5.105 2.033
H 0.407 -5.538 2.958
H 0.763 -2.816 2.883
H 0.005 -3.521 4.299
H -1.280 -2.610 1.983
C 4.209 -3.444 -2.348
C 4.517 -2.331 -3.302
O 3.343 -2.195 -4.114
H 5.039 -3.753 -1.712
H 4.270 -4.355 -2.944
H 3.293 -3.333 -1.767
H 5.406 -2.602 -3.872
H 4.735 -1.478 -2.659
H 3.443 -2.930 -4.724
C -4.047 1.070 1.942
C -4.504 1.182 3.399
O -5.171 -0.031 3.953
H -3.577 1.966 1.535
H -4.881 0.798 1.295
H -3.243 0.343 1.836
H -5.252 1.974 3.374
H -3.737 1.514 4.099
H -4.590 -0.449 4.593
*
```

The HOMO energy (spin up / spin down) is -5.86 / -7.24 eV. The LUMO energy (spin up / spin down) comes out at -0.3 / -0.3 eV. Its expectation value of S² is 6.0046. The orbital gap (spin up / spin down) is 5.54 / 6.89 eV.

***

Density functional theory data (ωB97M-V/def2-TZVPD) for C5H6FHgO3 as an isolated structure in a non-equilibrium geometry.

```
! wB97M-V def2-TZVPD RIJCOSX def2/J DEFGRID3
* xyz 0 2
C -1.940 2.578 0.394
C -0.723 2.226 0.782
H -2.358 2.576 -0.619
F -2.944 3.033 1.263
H -0.569 2.359 1.867
Hg 1.317 2.802 -0.713
O 0.326 -0.775 -1.383
C 1.595 -0.590 -1.106
C -0.271 -1.647 -0.265
O 2.109 0.518 -1.134
O 2.067 -1.574 -0.357
C 1.005 -2.320 0.260
H -0.937 -2.321 -0.812
H -0.892 -1.256 0.548
H 1.098 -3.361 -0.068
H 1.118 -2.250 1.346
*
```

The HOMO energy (spin up / spin down) is -7.74 / -8.92 eV. The LUMO energy (spin up / spin down) comes out at 0.4 / -1.4 eV. The relative energy (zero: lowest compared OMol25 entry of this formula, charge and spin) comes out at 79.0 kJ/mol. Its expectation value of S² is 0.7690. The orbital gap (spin up / spin down) is 8.10 / 7.48 eV.

***

Energy per entry: -79731.845; -55195.368; -18312.804 eV